One molecule with the formula C6H10O at a distorted geometry. Source: the OMol25 dataset; level of theory: ωB97M-V/def2-TZVPD.

Each line ends with the natural charge from an NBO analysis.
Atoms and positions in Å:
C (-1.756563, -2.057187, -0.037297)  -0.64
C (-0.970212, -0.875311, 0.521178)  -0.02
C (-1.118936, -0.661127, 1.857492)  -0.40
C (1.542697, 1.701391, -1.096106)  -0.09
O (2.906048, 2.032324, -0.603031)  -0.75
C (0.847117, 0.794270, -0.011852)  -0.16
C (-0.198865, 0.000754, -0.377078)  -0.24
H (-1.274659, -2.973274, 0.114726)  0.22
H (-2.678101, -2.042193, 0.551375)  0.22
H (-2.026207, -1.911594, -1.083448)  0.21
H (-1.478662, -1.435102, 2.504930)  0.20
H (-0.582308, 0.218135, 2.249725)  0.19
H (1.543835, 1.100152, -2.031544)  0.18
H (1.094803, 2.657971, -1.175855)  0.18
H (3.156800, 3.008899, -0.821840)  0.47
H (1.297053, 0.702694, 0.947257)  0.22
H (-0.303845, -0.260800, -1.508627)  0.20

Atoms 1-2, force components in eV/Å:
-0.860 2.025 0.093
-0.718 -0.231 1.344

Its energy is -309.76732 Eh. As for the orbital gap: 9.11 eV. As for the HOMO energy: -0.3121 Ha. The lowest unoccupied orbital energy comes out at 0.621 eV. Its energy above the lowest of the compared OMol25 structures with the same formula, charge and spin is 47.1 kcal/mol. As for the SMILES: C=C(C)/C=C/CO.

C23H22O3Tc as an isolated structure at a distorted geometry. Source: the OMol25 dataset; level of theory: ωB97M-V/def2-TZVPD.

Each line ends with the natural charge from an NBO analysis.
Atoms and positions in Å:
Tc (0.161173, 0.085365, -0.044993)  0.84
C (2.584785, 0.291313, 2.701211)  -0.66
C (1.334579, -0.322027, 2.132468)  0.07
C (0.056518, 0.224314, 2.399438)  -0.18
C (-1.117910, -0.457806, 2.030251)  -0.16
C (-1.039257, -1.672668, 1.334230)  -0.19
C (0.223071, -2.205358, 1.023963)  -0.12
C (1.393649, -1.525935, 1.393792)  -0.23
H (3.275226, -0.494087, 3.008565)  0.28
H (2.353376, 0.908747, 3.567547)  0.26
H (3.109119, 0.909426, 1.969306)  0.25
H (-0.016175, 1.127277, 2.989361)  0.28
H (-2.084053, -0.059079, 2.315588)  0.30
H (-1.941013, -2.216668, 1.078075)  0.30
H (0.295679, -3.165193, 0.526656)  0.29
H (2.357625, -1.980307, 1.209411)  0.29
C (0.423555, -2.606421, -6.360018)  -0.27
O (-0.422913, -1.419531, -6.324480)  -0.40
C (-0.661372, -0.814705, -5.210818)  0.43
C (-1.544205, 0.317166, -5.320085)  -0.14
C (-1.884021, 1.053000, -4.209640)  -0.13
C (-1.354669, 0.757045, -2.951896)  -0.20
C (-1.820771, 1.468719, -1.776793)  0.60
C (-2.837903, 2.551415, -1.804576)  -0.70
O (-1.399703, 1.161912, -0.621109)  -0.53
C (-0.495592, -0.428834, -2.857621)  0.38
O (-0.106995, -0.865602, -1.683669)  -0.47
C (-0.160781, -1.179496, -3.970102)  -0.33
H (0.439376, -2.920405, -7.390954)  0.25
H (-0.003941, -3.387111, -5.736957)  0.21
H (1.426417, -2.352053, -6.028868)  0.20
H (-1.937398, 0.565626, -6.298609)  0.28
H (-2.571062, 1.875235, -4.336208)  0.26
H (-3.285847, 2.737441, -2.771113)  0.26
H (-2.361078, 3.469596, -1.451556)  0.28
H (-3.620936, 2.316675, -1.082295)  0.29
H (0.467123, -2.050019, -3.837145)  0.26
C (1.323709, 1.363563, -0.639156)  0.44
C (2.206170, 2.317849, -1.044716)  -0.25
C (2.694254, 2.301621, -2.387651)  -0.09
C (3.583403, 3.260197, -2.783723)  -0.21
C (4.014384, 4.230986, -1.868876)  0.00
C (3.546735, 4.260882, -0.549638)  -0.21
C (2.644254, 3.323151, -0.129625)  -0.08
H (2.361412, 1.525941, -3.069633)  0.24
H (3.959506, 3.266071, -3.797188)  0.27
H (4.730873, 4.978208, -2.192345)  0.27
H (3.893179, 5.023596, 0.133183)  0.27
H (2.255979, 3.334700, 0.883338)  0.24

Atoms 1-2, force components in eV/Å:
-0.324 0.543 -1.505
-0.054 0.048 -0.126

As for the net charge: +3. Its energy is -1195.02435 Eh. As for the orbital gap (alpha / beta): 4.83 / 4.82 eV. As for the HOMO energy (alpha / beta): -0.6534 / -0.6533 Ha. The lowest unoccupied orbital energy (alpha / beta) comes out at -12.953 / -12.954 eV. Its energy above the lowest of the compared OMol25 structures with the same formula, charge and spin is 8.8 kcal/mol.

A 7-piece molecular cluster, C28H56O21 overall at a distorted geometry. Source: the OMol25 dataset; level of theory: ωB97M-V/def2-TZVPD.

Each line ends with the Mulliken charge.
Atoms and positions in Å:
C (6.031704, -2.571762, -1.416208)  -0.98
C (6.870315, -3.776709, -1.061125)  -0.28
O (6.026886, -4.794285, -0.524599)  -0.26
C (6.537048, -5.543436, 0.458592)  0.77
O (7.603112, -5.394830, 0.984898)  -0.57
O (5.649217, -6.494981, 0.732978)  -0.31
C (5.983524, -7.321224, 1.844944)  -0.68
H (5.544229, -2.171648, -0.526479)  0.19
H (5.300846, -2.728064, -2.208304)  0.22
H (6.693766, -1.767815, -1.758310)  0.45
H (7.631336, -3.468858, -0.349186)  0.35
H (7.368579, -4.170717, -1.949988)  0.26
H (5.347133, -8.197305, 1.771042)  0.12
H (5.857682, -6.807384, 2.796044)  0.32
H (7.011395, -7.684405, 1.786555)  0.41
C (0.295822, -5.376101, -0.934318)  -1.09
C (-0.031885, -4.131129, -1.729403)  -0.24
O (1.213066, -3.532452, -2.110929)  -0.14
C (1.292015, -3.012374, -3.337397)  0.62
O (0.429357, -3.023775, -4.171745)  -0.60
O (2.494209, -2.466083, -3.472859)  -0.20
C (2.801867, -2.029905, -4.811207)  -0.75
H (-0.544316, -5.737246, -0.339471)  0.34
H (1.098741, -5.177019, -0.219292)  0.19
H (0.642758, -6.156151, -1.610297)  0.43
H (-0.614586, -3.393069, -1.178286)  0.21
H (-0.573950, -4.401765, -2.633890)  0.38
H (3.854512, -1.781461, -4.798122)  0.21
H (2.184813, -1.175817, -5.086108)  0.30
H (2.573365, -2.829039, -5.515521)  0.36
C (-3.713724, 2.817276, -4.707886)  -1.40
C (-3.594967, 3.485415, -3.345095)  -0.14
O (-2.578196, 4.487729, -3.365941)  -0.17
C (-1.534356, 4.312005, -2.546697)  0.86
O (-1.386317, 3.418704, -1.761914)  -0.59
O (-0.651802, 5.304778, -2.655252)  -0.32
C (-0.796182, 6.249053, -3.707679)  -0.34
H (-4.566705, 2.138390, -4.689800)  0.39
H (-2.790710, 2.316887, -4.992320)  0.33
H (-3.953366, 3.549712, -5.486196)  0.32
H (-3.402508, 2.707181, -2.609040)  0.27
H (-4.529188, 3.972881, -3.072555)  0.29
H (0.076390, 6.893355, -3.670530)  0.29
H (-1.705425, 6.835753, -3.577584)  -0.07
H (-0.819503, 5.768383, -4.686824)  0.28
C (2.625417, -1.173387, 0.169229)  -1.02
C (1.669938, -1.206784, 1.320760)  0.20
O (0.822771, -0.065277, 1.245350)  -0.26
C (-0.163930, -0.023155, 2.147786)  0.64
O (-0.330942, -0.835456, 3.012408)  -0.60
O (-0.967502, 1.017065, 1.973036)  -0.09
C (-0.596049, 2.113338, 1.124441)  -0.14
H (3.296121, -2.028617, 0.204963)  0.22
H (3.196568, -0.245627, 0.140173)  0.46
H (2.080118, -1.268665, -0.773276)  0.12
H (2.209969, -1.228439, 2.276748)  0.23
H (1.118675, -2.148403, 1.363540)  -0.11
H (0.466564, 2.310299, 1.228872)  0.38
H (-1.192953, 2.965792, 1.430901)  -0.44
H (-0.844943, 1.882941, 0.089730)  0.37
C (-5.063878, 7.959662, -4.044388)  -1.23
C (-4.431935, 8.024288, -2.683443)  -0.17
O (-4.543655, 6.715732, -2.115522)  -0.25
C (-3.900957, 6.524793, -0.965460)  0.65
O (-3.363016, 7.379325, -0.308319)  -0.61
O (-3.949472, 5.237970, -0.676948)  -0.26
C (-3.335500, 4.772699, 0.541835)  -0.92
H (-5.115832, 8.934265, -4.532613)  0.40
H (-6.082215, 7.567412, -4.022465)  0.31
H (-4.494333, 7.312621, -4.718416)  0.25
H (-4.954469, 8.733791, -2.042188)  0.33
H (-3.382513, 8.302650, -2.779169)  0.27
H (-2.396615, 5.315113, 0.664333)  0.40
H (-3.214070, 3.707436, 0.420347)  0.34
H (-3.978538, 5.026988, 1.381451)  0.43
C (2.378903, -8.444835, 2.818248)  -1.17
C (2.318467, -6.947507, 2.711176)  -0.02
O (0.924929, -6.587663, 2.898332)  -0.37
C (0.617405, -5.334453, 2.597587)  0.78
O (1.413337, -4.458211, 2.392229)  -0.52
O (-0.711644, -5.233762, 2.561853)  -0.35
C (-1.209111, -3.921281, 2.325226)  -0.37
H (3.401809, -8.758560, 2.601797)  0.28
H (1.663102, -8.940570, 2.170396)  0.31
H (2.217074, -8.754224, 3.851965)  0.33
H (2.648791, -6.537901, 1.758435)  0.31
H (2.868514, -6.481284, 3.530961)  0.23
H (-0.786989, -3.484663, 1.416082)  -0.11
H (-0.914081, -3.253634, 3.132146)  0.36
H (-2.281309, -4.006626, 2.199149)  0.35
C (-2.083510, 6.101868, 4.961551)  -1.44
C (-2.432546, 5.010745, 3.992354)  0.23
O (-2.329227, 3.745044, 4.670310)  -0.33
C (-3.019007, 2.739962, 4.151958)  0.94
O (-3.699947, 2.781252, 3.161562)  -0.58
O (-2.825260, 1.664694, 4.911349)  -0.38
C (-3.561931, 0.496930, 4.562646)  -0.63
H (-2.564814, 5.924503, 5.919001)  0.34
H (-2.406914, 7.043208, 4.513470)  0.39
H (-1.008090, 6.193816, 5.115254)  0.33
H (-1.770930, 4.986399, 3.123942)  0.10
H (-3.454107, 5.137343, 3.630827)  0.23
H (-2.983237, -0.339877, 4.941867)  0.22
H (-3.686739, 0.424569, 3.486565)  0.28
H (-4.531731, 0.513685, 5.061326)  0.32

Atoms 1-2, force components in eV/Å:
0.177 0.586 0.003
0.107 0.572 -0.438

Its energy is -2680.61032 Eh. As for the orbital gap: 11.08 eV. As for the HOMO energy: -0.3870 Ha. The lowest unoccupied orbital energy comes out at 0.547 eV. Its energy above the lowest of the compared OMol25 structures with the same formula, charge and spin is 0.0 kcal/mol. As for the SMILES: CCOC(=O)OC.CCOC(=O)OC.CCOC(=O)OC.CCOC(=O)OC.CCOC(=O)OC.CCOC(=O)OC.CCOC(=O)OC.

A 2-piece molecular cluster, C20H30ClSi overall at a distorted geometry. Source: the OMol25 dataset; level of theory: ωB97M-V/def2-TZVPD.

Each line ends with the natural charge from an NBO analysis.
Atoms and positions in Å:
C (1.721996, -3.637052, -0.175563)  -0.60
C (0.432299, -2.985322, -0.623119)  -0.88
Si (-0.864352, -2.765759, 0.730341)  1.69
C (-2.429995, -1.962596, 0.026934)  -0.88
C (-2.366410, -1.630905, -1.446194)  -0.60
C (-1.310682, -4.469344, 1.420483)  -0.87
C (-1.901890, -5.414006, 0.396168)  -0.61
C (-0.140978, -1.646104, 2.075659)  -0.91
C (0.210060, -0.289891, 1.585966)  -0.14
C (-0.620235, 0.736956, 1.621088)  -0.44
H (2.435544, -3.747097, -0.998177)  0.21
H (2.213167, -3.050796, 0.605412)  0.20
H (1.542169, -4.634324, 0.234471)  0.21
H (0.608694, -1.987014, -1.032093)  0.22
H (-0.057074, -3.565474, -1.409443)  0.23
H (-3.249674, -2.652057, 0.246123)  0.23
H (-2.616094, -1.070026, 0.630003)  0.22
H (-3.286568, -1.162059, -1.808418)  0.21
H (-1.543565, -0.943702, -1.658927)  0.19
H (-2.201367, -2.530093, -2.045407)  0.21
H (-0.394559, -4.874898, 1.857046)  0.23
H (-1.999109, -4.298858, 2.252185)  0.23
H (-2.139150, -6.395985, 0.817463)  0.22
H (-2.825672, -5.012297, -0.027654)  0.20
H (-1.212494, -5.576194, -0.435953)  0.20
H (-0.866843, -1.584196, 2.890123)  0.24
H (0.738471, -2.155931, 2.479263)  0.25
H (1.186018, -0.159054, 1.140707)  0.19
H (-0.336545, 1.695320, 1.227785)  0.16
H (-1.602185, 0.648241, 2.047773)  0.20
Cl (0.516315, 1.306407, -5.182306)  0.11
C (0.744889, 2.059623, -3.660333)  0.07
C (1.972319, 1.966680, -3.007171)  -0.25
C (2.154103, 2.550670, -1.781486)  -0.07
C (1.102718, 3.262676, -1.147346)  -0.21
C (1.248478, 3.838370, 0.139212)  0.34
C (0.192914, 4.656733, 0.837825)  -0.49
C (0.788709, 4.962137, 2.229925)  -0.47
C (2.139729, 4.322589, 2.203602)  0.09
C (2.361151, 3.712185, 1.014639)  -0.32
C (-0.128150, 3.359253, -1.848038)  -0.03
C (-0.300026, 2.764716, -3.068836)  -0.26
H (2.762696, 1.424404, -3.496314)  0.25
H (3.110758, 2.477635, -1.296569)  0.23
H (-0.009507, 5.571050, 0.267413)  0.27
H (-0.745068, 4.092487, 0.899245)  0.27
H (0.878472, 6.038230, 2.422842)  0.27
H (0.179610, 4.546632, 3.041644)  0.27
H (2.831540, 4.317765, 3.029430)  0.24
H (3.259976, 3.175470, 0.768975)  0.25
H (-0.945579, 3.894355, -1.398672)  0.22
H (-1.239025, 2.820453, -3.591728)  0.25

Atoms 1-2, force components in eV/Å:
0.360 -0.188 0.055
-0.664 0.313 0.146

As for the net charge: +1. Its energy is -1529.50584 Eh. As for the orbital gap: 5.68 eV. As for the HOMO energy: -0.4192 Ha. The lowest unoccupied orbital energy comes out at -5.727 eV. Its energy above the lowest of the compared OMol25 structures with the same formula, charge and spin is 0.0 kcal/mol.

- The highest energy above the lowest of the compared OMol25 structures with the same formula, charge and spin belongs to which entry?
  C6H10O

- The highest energy above the lowest of the compared OMol25 structures with the same formula, charge and spin belongs to which entry?
  C6H10O